No. 1
Molecular formula: C7H10
Method: DFT, wB97M-V/def2-TZVPD

```
17
Properties=species:S:1:pos:R:3:forces:R:3
C 1.58648 1.07611 -1.55133 -0.061 -0.082 0.000
C 0.40782 0.53786 -1.26438 0.181 0.106 -0.044
C 0.04373 -0.08615 0.04416 -0.027 0.039 -0.024
C -1.01297 0.73705 0.71370 -0.193 -0.063 0.022
C -2.28138 0.37080 0.85010 0.093 0.009 0.028
C 1.07736 -0.76176 0.90178 0.174 0.068 0.098
C 0.04406 -1.58285 0.17739 -0.142 -0.175 -0.080
H 2.43177 0.96071 -0.87741 -0.125 0.230 -0.023
H 1.73307 1.64996 -2.46092 0.100 -0.262 -0.002
H -0.41020 0.61017 -1.98348 0.085 0.095 0.171
H -0.69910 1.73292 1.03269 -0.020 -0.174 -0.045
H -2.61907 -0.60728 0.51560 -0.001 0.134 0.045
H -3.01662 1.03718 1.29077 0.080 -0.119 -0.015
H 2.10872 -0.80882 0.56130 -0.210 0.021 -0.004
H 0.96522 -0.65752 1.97804 0.004 -0.006 -0.186
H 0.38027 -2.14782 -0.68758 -0.068 0.076 0.137
H -0.73917 -2.06056 0.75958 0.129 0.106 -0.078
```
Forces are in eV/Å.

Calculated values
HOMO energy = -9.387 eV
HOMO-LUMO gap = 10.54 eV
DFT total energy = -7419.009 eV
relative energy (zero: lowest compared OMol25 entry of this formula, charge and spin) = 195.4 kJ/mol
SMILES = C=CC1(C=C)CC1
lowest unoccupied orbital energy = 0.0423 Eh

No. 2
Molecular formula: C22H23N3O4
Method: DFT, wB97M-V/def2-TZVPD

```
52
Properties=species:S:1:pos:R:3:forces:R:3
C 5.38899 0.30633 -0.30397 -0.094 0.260 0.189
C 4.28726 1.06023 0.43947 0.247 -0.238 0.067
C 3.48776 0.12724 1.35251 0.047 0.499 0.025
C 2.47667 0.88272 2.22363 0.067 -0.242 -0.127
C 1.55419 -0.07929 2.91601 0.031 0.137 0.074
C 0.51260 -0.67141 2.21165 0.009 0.010 0.016
C -0.33974 -1.56938 2.82697 -0.051 -0.040 -0.067
C -0.15520 -1.89705 4.15973 -0.059 -0.078 0.087
C 0.88427 -1.32065 4.86874 -0.023 -0.072 0.094
C 1.73261 -0.41854 4.25005 -0.001 0.022 -0.040
N 3.38982 1.68829 -0.50932 -0.068 -0.434 -0.015
C 3.28989 3.01669 -0.68017 -0.501 -0.097 -0.418
O 4.00418 3.83540 -0.14892 0.167 0.380 0.097
C 2.18099 3.43770 -1.65800 0.271 0.562 0.289
O 1.19867 2.43340 -1.86572 -0.135 -0.254 -0.233
C 0.33649 2.23908 -0.84440 0.010 0.193 0.298
O 0.37683 2.87823 0.17714 0.001 -0.020 -0.191
C -0.62065 1.14432 -1.10690 -0.178 -0.171 0.002
C -0.59777 0.40005 -2.28524 -0.013 0.091 0.151
C -1.48832 -0.63653 -2.46076 -0.097 -0.081 0.049
C -2.41481 -0.95232 -1.46448 0.259 0.312 0.148
N -3.27443 -2.02637 -1.70822 0.112 -0.120 -0.394
C -4.24764 -2.53045 -0.90457 -0.051 -0.195 -0.263
O -4.52788 -2.13632 0.19891 -0.098 -0.037 0.197
C -4.98056 -3.73820 -1.52061 -0.103 0.016 0.897
C -4.98384 -3.73980 -2.95510 -0.106 -0.155 -0.378
N -4.95145 -3.71195 -4.09839 0.060 0.028 -0.468
C -2.44638 -0.20447 -0.28919 -0.159 -0.078 0.109
C -1.55540 0.83481 -0.11961 0.238 0.150 -0.288
H 4.96441 -0.50096 -0.89806 -0.036 -0.109 -0.074
H 6.09554 -0.11847 0.40328 0.106 -0.104 0.059
H 5.92430 0.98366 -0.96446 0.066 0.027 -0.077
H 4.72723 1.87632 1.02143 -0.060 -0.114 -0.049
H 4.17779 -0.42253 1.99466 0.012 -0.106 -0.025
H 2.95885 -0.60472 0.73456 0.018 -0.094 -0.027
H 3.01399 1.48536 2.95721 -0.010 0.062 0.009
H 1.88938 1.56079 1.60103 0.047 0.036 0.039
H 0.36029 -0.41530 1.17237 0.009 0.024 -0.098
H -1.15253 -2.00938 2.26684 -0.080 -0.040 -0.049
H -0.82125 -2.59584 4.64402 -0.052 -0.054 0.041
H 1.03310 -1.57157 5.90903 0.007 -0.019 0.082
H 2.53828 0.03304 4.81140 0.086 0.068 0.052
H 2.77726 1.07779 -1.02948 -0.017 0.150 0.000
H 2.61862 3.64207 -2.63732 -0.046 -0.043 0.121
H 1.72145 4.34861 -1.26226 0.143 -0.163 -0.063
H 0.11661 0.63959 -3.05708 0.039 -0.002 -0.065
H -1.47281 -1.21228 -3.37559 0.011 -0.056 -0.094
H -3.16570 -2.44895 -2.62293 -0.101 0.067 0.186
H -6.00654 -3.73873 -1.14375 0.168 0.022 0.023
H -4.48809 -4.64697 -1.15864 -0.084 0.077 0.012
H -3.16155 -0.43964 0.48063 -0.008 -0.004 0.007
H -1.56423 1.42146 0.78629 -0.001 0.025 0.085
```
Forces are in eV/Å.

Calculated values
HOMO energy = -8.976 eV
HOMO-LUMO gap = 8.92 eV
DFT total energy = -35849.270 eV
relative energy (zero: lowest compared OMol25 entry of this formula, charge and spin) = 123.8 kJ/mol
SMILES = C[C@H](CCc1ccccc1)NC(=O)COC(=O)c1ccc(NC(=O)CC#N)cc1
lowest unoccupied orbital energy = -0.0021 Eh

No. 3
Molecular formula: C2H3N2OP
Method: DFT, wB97M-V/def2-TZVPD

```
9
Properties=species:S:1:pos:R:3:forces:R:3
P -2.10834 -0.03455 0.14876 -0.565 0.835 0.431
C -0.28505 -0.15370 -0.00652 -1.390 3.834 2.655
N 0.50836 0.68876 0.64622 -2.416 0.211 0.234
N 1.75342 0.39830 0.29475 1.545 -0.265 -0.537
C 1.66988 -0.56236 -0.53900 0.253 -1.586 -0.290
O 0.36992 -0.97837 -0.71302 1.983 -1.698 -2.216
H -2.42522 1.35037 -0.30824 0.813 -1.271 0.013
H -1.89943 0.48933 1.45979 -0.357 -0.328 -0.206
H 2.41645 -1.19778 -0.98274 0.134 0.268 -0.084
```
Forces are in eV/Å.

Calculated values
HOMO energy = -10.043 eV
HOMO-LUMO gap = 10.72 eV
DFT total energy = -16436.909 eV
relative energy (zero: lowest compared OMol25 entry of this formula, charge and spin) = 148.4 kJ/mol
SMILES = Pc1nnco1
lowest unoccupied orbital energy = 0.0248 Eh

No. 4
Molecular formula: H22O11
Method: DFT, wB97M-V/def2-TZVPD

```
33
Properties=species:S:1:pos:R:3:forces:R:3
O 2.80960 0.25018 2.75003 0.148 -0.006 0.190
H 1.95279 0.63112 2.96024 0.047 -0.016 -0.136
H 2.71492 -0.09209 1.84999 0.182 0.151 -0.002
O 0.06006 0.15211 3.37423 -0.203 -0.178 0.055
H 0.27834 0.33519 4.29231 0.036 0.020 0.094
H -0.81134 -0.25072 3.40941 -0.156 0.122 -0.032
O 0.73958 -0.35324 -2.11625 0.356 -0.255 0.067
H 1.43879 0.30874 -2.16268 -0.061 0.321 0.102
H 1.19755 -1.19774 -2.17668 0.082 -0.110 0.163
O -2.69762 -1.41263 0.58488 -0.247 -0.080 -0.020
H -2.63743 -1.81084 1.45563 -0.114 -0.030 0.054
H -1.96840 -0.76853 0.55422 0.132 -0.146 0.002
O 1.21352 -2.90171 0.93926 0.214 -0.083 0.083
H 1.84245 -3.07447 1.64752 -0.068 -0.083 0.210
H 0.40276 -3.33706 1.21466 -0.152 0.030 -0.116
O -1.61362 -0.55973 -3.38184 0.081 -0.156 0.044
H -1.37678 -0.43735 -4.30445 -0.076 0.031 -0.100
H -0.76256 -0.64488 -2.91639 -0.177 0.090 -0.272
O -1.27802 2.85999 1.26917 -0.089 0.026 0.234
H -1.07479 1.97883 0.93553 0.150 -0.099 -0.118
H -2.16994 3.03625 0.96121 -0.017 0.088 -0.117
O 2.87743 -0.82550 0.18662 0.065 -0.165 -0.398
H 3.75017 -1.03459 -0.15745 0.163 0.149 0.075
H 2.45051 -1.68186 0.32139 -0.276 0.046 -0.129
O -0.46030 0.07556 0.46789 0.151 0.169 0.125
H -0.00075 -0.10452 -0.36260 0.074 0.031 -0.259
H 0.16879 -0.17147 1.15456 0.048 0.101 0.214
O -2.46925 1.57421 -1.82654 0.268 0.249 0.231
H -2.04991 0.87521 -2.34983 -0.508 -0.281 -0.295
H -2.86492 1.11278 -1.08233 -0.078 -0.089 0.035
O 0.26043 2.73645 -2.23092 0.500 -0.299 -0.084
H -0.38642 2.03450 -2.09194 -0.413 0.332 0.204
H 0.46437 2.69783 -3.16885 -0.061 0.119 -0.101
```
Forces are in eV/Å.

Calculated values
HOMO energy = -10.395 eV
HOMO-LUMO gap = 10.10 eV
DFT total energy = -22880.204 eV
relative energy (zero: lowest compared OMol25 entry of this formula, charge and spin) = 126.3 kJ/mol
SMILES = O.O.O.O.O.O.O.O.O.O.O
lowest unoccupied orbital energy = -0.0110 Eh

No. 5
Molecular formula: C16H24N2O2S
Method: DFT, wB97M-V/def2-TZVPD

```
45
Properties=species:S:1:pos:R:3:forces:R:3
O 0.44157 0.80953 -1.43261 -0.248 -0.080 -0.411
C 1.04721 1.14887 -0.43578 0.232 0.359 0.234
C 1.89442 2.41740 -0.43768 0.406 -0.063 0.141
S 3.35789 2.37481 0.63462 0.162 0.260 -0.139
C 4.45084 1.28300 -0.35623 -0.382 0.377 0.269
C 3.92098 -0.10985 -0.43097 0.093 -0.188 -0.191
C 3.99685 -0.94232 0.68069 0.031 -0.053 -0.072
C 3.47869 -2.22246 0.63275 0.075 0.023 0.135
C 2.87215 -2.68274 -0.52505 -0.061 -0.068 -0.110
C 2.79185 -1.85958 -1.63410 -0.074 -0.131 0.001
C 3.31448 -0.57926 -1.58866 0.208 0.065 0.105
N 1.00368 0.51130 0.74160 -0.114 -0.007 0.380
C 0.21722 -0.67177 0.99896 -0.265 -0.156 0.158
C -0.96653 -0.36640 1.91805 0.010 0.200 -0.297
C -2.04980 0.42435 1.17311 0.201 -0.265 0.309
N -2.70965 -0.45060 0.21723 0.015 -0.035 -0.118
C -4.03233 -0.89555 0.61838 -0.254 0.180 -0.064
C -5.10368 0.17845 0.37767 0.119 -0.224 0.235
O -5.11103 0.60279 -0.96803 -0.087 -0.061 -0.068
C -3.84070 1.09251 -1.35444 0.318 -0.152 -0.088
C -2.75616 0.02855 -1.15440 -0.236 0.311 -0.175
H 2.20330 2.64780 -1.45753 -0.153 -0.052 0.011
H 1.28495 3.24321 -0.06499 -0.012 -0.014 -0.072
H 5.40736 1.32429 0.16444 0.032 0.018 -0.083
H 4.54908 1.73923 -1.34127 0.115 -0.067 0.004
H 4.46227 -0.57562 1.58501 0.048 0.024 0.108
H 3.54770 -2.86291 1.50027 0.005 -0.059 0.066
H 2.46211 -3.68099 -0.56042 -0.035 -0.089 -0.010
H 2.31638 -2.20985 -2.53729 -0.062 -0.040 -0.080
H 3.24675 0.05777 -2.45848 -0.023 0.093 -0.073
H 1.55776 0.88318 1.50109 0.057 -0.043 -0.220
H -0.15343 -1.03459 0.03891 0.078 -0.092 0.074
H 0.86479 -1.43123 1.44650 -0.062 0.020 -0.118
H -0.62067 0.19995 2.78569 0.046 -0.028 0.120
H -1.39432 -1.30653 2.26551 -0.059 -0.037 0.097
H -2.75632 0.84032 1.90239 0.019 0.082 -0.099
H -1.57946 1.26249 0.65289 -0.063 0.070 0.015
H -4.01632 -1.18265 1.67128 -0.041 -0.064 0.023
H -4.27835 -1.77701 0.01822 -0.083 -0.019 0.089
H -6.10210 -0.21469 0.57764 0.050 0.030 0.083
H -4.92284 1.04387 1.03682 -0.042 -0.064 -0.033
H -3.93104 1.36754 -2.40607 0.069 0.055 0.040
H -3.59834 1.99315 -0.76691 -0.010 -0.028 -0.058
H -1.77735 0.41452 -1.44005 -0.037 -0.047 -0.028
H -2.98982 -0.83232 -1.78875 0.016 0.057 -0.089
```
Forces are in eV/Å.

Calculated values
HOMO energy = -7.880 eV
HOMO-LUMO gap = 8.46 eV
DFT total energy = -34892.135 eV
relative energy (zero: lowest compared OMol25 entry of this formula, charge and spin) = 182.2 kJ/mol
SMILES = O=C(CSCc1ccccc1)NCCCN1CCOCC1
lowest unoccupied orbital energy = 0.0212 Eh

No. 6
Molecular formula: C4H9NO2
Method: DFT, wB97M-V/def2-TZVPD

```
16
Properties=species:S:1:pos:R:3:forces:R:3
C -2.01908 0.23304 1.53943 1.665 -0.110 1.404
C -1.05003 -0.17521 0.41212 -0.447 0.719 1.097
N -0.78763 -1.62202 0.38114 -2.459 -0.500 0.773
C 0.29343 0.50984 0.53890 1.932 2.442 -0.790
C 1.19173 0.26124 -0.73431 -1.069 0.395 1.472
O 1.60646 -0.78850 -1.08462 0.552 -0.266 -0.368
O 1.41012 1.41054 -1.43310 -0.148 0.070 -0.171
H -1.50170 0.02376 2.49421 -0.245 -0.488 -0.109
H -2.95337 -0.33087 1.54324 -0.055 0.408 -0.244
H -2.09112 1.31413 1.65891 -0.720 0.100 -0.646
H -1.57666 0.24316 -0.45291 0.592 -0.706 -0.645
H -1.70430 -2.03731 0.14203 0.496 0.046 -1.030
H -0.93763 -1.88870 1.36610 1.211 0.101 0.088
H 0.26855 1.62012 0.56971 -1.227 -0.177 -0.360
H 0.91884 0.55015 1.46056 -0.521 -1.810 -0.223
H 0.82035 2.09381 -1.07296 0.442 -0.223 -0.248
```
Forces are in eV/Å.

Calculated values
HOMO energy = -9.726 eV
HOMO-LUMO gap = 10.30 eV
DFT total energy = -9878.181 eV
relative energy (zero: lowest compared OMol25 entry of this formula, charge and spin) = 181.4 kJ/mol
SMILES = C[C@H](N)CC(=O)O
lowest unoccupied orbital energy = 0.0211 Eh